Density functional theory data (ωB97M-V/def2-TZVPD) for C26H76N29O19S3 as an isolated structure.

XYZ file:
```
153
Properties=species:S:1:pos:R:3:forces:R:3
H -0.452541 2.496916 -0.605024 0.055 0.045 0.060
O -6.735265 2.881513 1.714408 0.182 0.093 -0.066
H 8.483393 -1.383486 1.892083 -0.024 0.035 -0.097
C 11.898441 2.742834 -1.816592 -0.243 0.034 0.013
H -9.593564 3.047260 3.085922 -0.042 0.021 -0.134
C -9.055927 -2.714657 -2.645026 0.397 0.089 0.247
C -6.379111 5.387289 6.295355 -0.205 0.000 -0.108
C -5.080039 -6.465733 -0.595752 -0.116 0.062 0.098
N 14.553221 -3.398979 3.936620 0.070 -0.047 -0.014
H -0.496639 -0.544912 -0.532005 0.072 0.003 -0.022
C -3.827355 -3.122937 2.481570 0.184 0.143 0.168
H 7.579509 -1.665741 -1.426675 -0.074 -0.102 0.245
H 9.927126 2.268493 -1.938998 -0.012 0.002 0.009
O 13.932608 -2.475953 1.966530 -0.017 0.084 -0.029
C 6.433619 -3.496922 -1.254849 0.635 -0.281 -0.319
H 3.849766 -6.378003 -4.178739 -0.043 0.047 0.018
N -9.887570 -1.863079 -2.187941 -0.384 -0.005 0.016
H -8.684765 -0.095549 -5.912912 -0.005 0.001 0.030
O 2.314178 0.284296 0.893630 0.094 -0.344 -0.168
C 0.061518 1.555972 -0.386424 -0.359 -0.042 -0.076
N -8.630795 3.253805 2.900609 0.189 -0.172 0.202
H 14.364741 -4.311581 3.565009 -0.048 0.016 -0.008
H -5.800288 8.234718 1.779455 -0.023 -0.038 -0.034
H 1.557937 2.441381 -1.680274 0.128 -0.046 -0.029
N -6.520370 7.894098 2.387124 -0.037 0.052 0.132
H -5.346928 7.129741 6.149931 -0.022 -0.006 -0.019
H -8.422709 3.930300 -1.707103 -0.030 0.065 0.034
H -8.537014 0.416600 -3.620526 -0.077 -0.042 0.007
O 3.703449 -2.142014 -0.679272 0.023 -0.117 0.114
H 11.914866 -0.506709 -2.368475 0.031 0.050 0.068
N -2.213232 5.460911 2.429199 -0.072 0.098 -0.135
N -3.849570 4.143045 3.387476 0.218 -0.035 -0.009
S -6.544330 -0.727495 -0.632179 -0.201 0.107 0.151
H -7.021481 8.540489 2.965893 -0.022 -0.013 -0.019
N -8.548956 1.608316 1.278928 0.107 -0.064 -0.069
H -10.166059 5.005611 -2.900074 0.015 -0.130 -0.104
O 12.156050 -2.574011 -3.783990 0.054 -0.022 0.014
C -0.932096 0.437196 -0.717689 -0.319 0.461 -0.092
C -6.878102 6.568402 2.464656 0.292 -0.066 -0.083
N -9.146568 0.781336 -6.057102 -0.022 0.011 -0.055
H 5.145030 -5.910532 -3.131709 -0.024 0.050 0.022
O 5.407611 -0.681966 0.342611 0.049 0.065 0.155
N 3.721748 0.334343 -1.265369 0.016 -0.359 0.237
H -2.350776 -0.125423 0.811288 0.019 0.270 0.286
H -6.877168 -7.559696 -0.616902 0.004 0.015 0.017
H -6.524913 -5.649857 0.664887 -0.017 -0.033 -0.036
O 10.235211 -3.953906 1.225622 -0.023 0.023 -0.150
N 4.614585 -5.766054 -3.970996 0.089 -0.111 -0.042
H -8.138665 5.382183 7.431451 -0.002 0.027 -0.038
N -9.127326 3.421191 -1.206886 -0.046 -0.197 -0.199
O -3.821511 -3.238935 1.263755 -0.283 -0.239 0.020
H 5.465125 -3.887849 -1.574677 -0.179 0.295 0.066
H -1.454884 5.554716 1.779261 0.027 -0.049 0.048
H -6.416790 4.741408 1.712000 0.226 -0.221 -0.005
C -2.850286 4.240674 2.476858 -0.052 0.051 0.036
N -5.943620 -7.471672 -0.968323 -0.027 -0.048 -0.049
H -4.146533 -1.827134 4.089928 0.077 0.013 0.002
C -5.206646 -1.275553 -1.732390 0.415 -0.418 -0.308
H -5.601736 -8.144784 -1.627222 0.018 0.010 0.005
C 4.970922 -4.703183 -4.754230 -0.107 0.019 0.119
H -3.306690 0.910666 -1.854923 -0.223 0.257 0.050
H 5.955008 -0.272945 -2.556916 -0.134 0.063 0.062
N -10.827961 4.505124 -2.338818 -0.029 0.177 0.189
S 2.791546 1.087030 -0.214873 0.012 0.357 0.243
C 11.757046 -2.531223 -2.628082 -0.196 0.071 0.140
H 4.620197 -3.827673 0.900259 0.018 0.060 -0.192
H 7.182806 -4.237841 -1.578277 -0.011 0.015 0.053
C 6.767319 -2.180647 -1.941258 -0.351 0.131 -0.142
N -6.178864 5.726390 1.672153 -0.306 0.117 -0.034
N 12.734582 3.772863 -1.472374 0.067 0.009 0.015
H 13.719647 3.606844 -1.553663 -0.009 -0.017 -0.015
O 3.364594 2.362469 0.176079 -0.060 0.103 -0.171
H -4.342294 0.982573 -0.385452 -0.097 0.096 -0.220
H -4.136272 4.881345 4.003338 -0.109 -0.094 0.081
H 14.875865 -3.310176 4.880433 -0.019 0.023 0.004
C -3.851745 -1.008646 -1.067315 -0.513 0.170 -0.226
H -9.504384 1.345849 1.440828 -0.029 0.039 -0.076
H -5.012256 -4.809742 0.617975 0.171 0.104 -0.100
C 5.618989 -4.266512 0.819763 -0.289 0.169 0.276
N -3.498572 -4.158683 3.307224 -0.142 -0.087 -0.034
H -3.867718 -1.549218 -0.120309 0.221 0.091 -0.005
O -9.978507 2.732618 -5.256390 0.019 0.051 -0.025
H 14.905978 -0.966434 4.588231 -0.015 -0.021 0.008
H 7.904869 -2.946050 1.467358 0.139 0.143 -0.430
H 10.739071 -0.914904 1.996502 -0.057 -0.003 -0.006
H -5.295561 -0.803540 -2.712648 -0.077 0.212 0.112
H 0.255807 1.555116 0.685810 0.196 -0.003 -0.016
H -5.429925 6.023132 1.074827 0.026 0.021 0.065
H -6.770143 7.270885 7.118971 -0.040 -0.015 -0.032
H -7.692309 3.888084 6.684044 0.009 0.008 -0.028
H -9.188017 1.909072 -3.044172 -0.017 -0.089 0.107
H 11.903073 -2.161544 1.679678 0.022 -0.014 0.028
H -2.449884 6.229646 3.026479 0.028 -0.063 0.055
N -9.001505 1.283323 -3.809171 0.022 0.227 -0.078
H -8.859668 2.740498 -0.514745 0.059 0.163 0.068
O -7.783378 -2.497508 -2.198614 -0.342 -0.196 -0.246
H 4.442510 -3.746169 -6.467713 -0.003 0.023 0.031
H 7.138635 -2.445347 -2.932337 0.076 0.029 0.008
S 4.535050 -0.955768 -0.778932 -0.010 0.277 -0.219
H -11.807255 4.635520 -2.505407 0.000 -0.068 -0.054
N -4.151849 -1.950853 3.095982 -0.134 -0.049 -0.074
H -3.482731 -4.086746 4.306148 0.042 0.041 -0.002
C -7.942655 -1.403287 -1.419090 0.406 0.108 -0.081
H -5.299531 -2.351033 -1.879807 -0.159 0.011 0.100
O -3.952784 -6.391925 -1.042143 0.027 -0.045 -0.041
H -4.382231 -1.169737 2.508068 0.057 0.022 0.015
N 14.582487 -1.104365 3.650514 0.010 0.031 -0.020
C -9.414575 1.671035 -5.047095 0.080 -0.115 0.033
N 4.209900 -4.524000 -5.880081 0.053 -0.036 -0.081
H 3.439434 -5.113464 -6.127942 -0.022 0.011 0.044
H 11.034139 -3.603704 -0.986094 -0.045 -0.119 0.106
H -3.109928 -1.498448 -1.702897 0.105 0.016 0.094
C -2.271833 0.635645 0.029298 0.130 -0.266 -0.563
C 9.953897 -2.797264 1.523443 0.007 0.207 0.129
N 10.563891 3.005396 -1.694832 0.050 -0.034 -0.016
H 11.321638 -1.341811 -0.972742 0.020 -0.050 0.021
O -2.530343 3.327518 1.734631 -0.007 0.129 0.025
H -2.290555 1.631934 0.468125 -0.002 -0.221 0.123
C -3.508830 0.468924 -0.875166 0.355 -0.483 0.489
O 12.318006 1.667945 -2.203052 0.141 -0.040 -0.002
H -9.223498 -3.549306 -3.301771 -0.028 0.010 -0.031
H 14.428285 -0.307060 3.062464 0.004 -0.012 -0.017
N 10.940794 -1.865804 1.753229 0.142 -0.046 -0.167
O -5.627963 4.722218 5.603050 0.083 0.065 0.028
H 11.387464 -4.521167 -2.409731 0.007 0.028 -0.038
C -10.473749 3.596698 -1.386161 -0.040 0.062 -0.013
N -9.164753 -0.982628 -1.382242 0.271 -0.087 -0.014
C 5.582862 -1.231922 -2.200295 0.339 -0.344 -0.115
C -7.902798 2.599498 1.962212 -0.395 -0.066 0.085
H 12.411419 4.665268 -1.152998 -0.032 -0.008 -0.009
N -7.504583 4.856834 6.861452 0.062 -0.049 0.053
N 11.359325 -3.638610 -1.937677 0.030 -0.104 0.043
H 10.195767 3.881233 -1.377596 -0.005 -0.002 0.011
H -8.194684 4.032177 3.372237 -0.059 0.262 -0.123
H 1.266530 0.733714 -2.002087 0.067 -0.085 0.090
O 6.505195 -3.395500 0.154659 -0.289 -0.283 0.084
H -4.341310 3.270759 3.435035 -0.125 0.023 -0.039
H 4.971375 -1.696484 -2.974243 -0.216 0.216 0.034
N 11.654178 -1.368123 -1.919421 0.067 0.102 -0.172
H 5.995141 -4.413688 1.835229 0.079 -0.121 -0.067
H -8.015260 1.118391 0.579644 -0.015 -0.129 0.141
N -6.160119 6.709181 6.557610 0.110 0.032 0.075
N 8.689368 -2.333383 1.645375 -0.031 -0.156 0.353
H -3.236755 -5.024833 2.873034 0.062 0.029 -0.015
O 5.893449 -3.966186 -4.466748 0.048 0.015 -0.105
C 1.345422 1.480540 -1.212709 -0.039 0.117 -0.049
O -11.297671 2.970330 -0.737993 0.018 0.018 0.057
O -7.765809 6.191471 3.223374 -0.063 0.041 0.091
C 14.330530 -2.335971 3.108645 -0.018 -0.035 0.080
H -9.435478 1.037652 -6.981584 -0.003 0.011 0.007
H -1.145768 0.524605 -1.791582 0.128 -0.256 -0.042
H 5.532490 -5.235630 0.314695 0.162 -0.055 0.051
N -5.593227 -5.575269 0.304349 0.028 0.037 0.068
```
Forces are in eV/Å.

Output
electronic energy: -5248.9205 Eh
charge: -1
LUMO level: 1.46 eV
highest occupied orbital energy: -5.0 eV
orbital gap: 6.482 eV